# 1
Below is C33H30AuN4OP as an isolated structure, with properties calculated with ωB97M-V/def2-TZVPD.

The geometry in XYZ format:
```
70
Properties=species:S:1:pos:R:3:mulliken_charge:R:1
Au 0.091 0.447 0.786 1.24
C 5.525 2.366 -0.780 -0.55
C 4.600 2.790 0.168 -0.78
C 3.571 1.952 0.560 -0.62
C 3.459 0.685 -0.014 1.02
C 4.402 0.250 -0.950 -0.38
C 5.431 1.097 -1.331 -0.79
P 2.214 -0.443 0.609 0.96
C 1.978 -1.814 -0.522 0.60
C 1.800 -3.104 -0.028 -0.88
C 1.529 -4.142 -0.907 -0.76
C 1.433 -3.897 -2.269 -0.70
C 1.613 -2.610 -2.765 -0.95
C 1.883 -1.567 -1.895 -0.30
C 2.584 -1.016 2.247 0.62
C 3.809 -1.440 2.699 -0.31
C 3.912 -1.946 4.004 -1.01
C 2.809 -2.012 4.815 -0.71
C 1.540 -1.568 4.376 0.48
C 0.398 -1.552 5.210 -0.88
C -0.778 -1.034 4.750 -1.05
C -0.882 -0.529 3.433 -0.86
C 0.196 -0.550 2.592 0.38
C 1.430 -1.061 3.060 0.05
H 6.332 3.022 -1.077 0.44
H 4.697 3.770 0.615 0.49
H 2.870 2.267 1.325 0.42
H 4.338 -0.742 -1.377 0.50
H 6.164 0.761 -2.051 0.47
H 1.875 -3.302 1.034 0.44
H 1.399 -5.145 -0.525 0.47
H 1.233 -4.714 -2.949 0.46
H 1.559 -2.426 -3.830 0.47
H 2.051 -0.571 -2.285 0.78
H 4.687 -1.385 2.067 0.55
H 4.874 -2.279 4.369 0.45
H 2.903 -2.393 5.824 0.44
H 0.472 -1.937 6.219 0.44
H -1.647 -0.995 5.392 0.46
H -1.836 -0.105 3.148 0.49
N -2.133 0.342 0.693 -0.54
C -2.533 -0.119 -0.615 0.33
C -2.166 -1.400 -1.012 -0.24
C -2.529 -1.848 -2.275 -0.57
C -3.238 -1.018 -3.135 -0.66
C -3.593 0.262 -2.727 -0.66
C -3.240 0.717 -1.465 -0.50
H -2.670 1.170 0.942 0.27
H -2.363 -0.371 1.382 0.42
H -1.618 -2.050 -0.337 0.37
H -2.268 -2.852 -2.581 0.45
H -3.533 -1.376 -4.111 0.45
H -4.163 0.902 -3.386 0.45
H -3.529 1.710 -1.140 0.41
C 0.781 5.561 -0.097 -0.88
N 0.542 4.325 -0.846 0.11
C 0.451 4.301 -2.193 -0.04
C 0.238 3.151 -2.873 -1.33
C 0.104 1.952 -2.121 0.77
N 0.169 1.984 -0.783 0.30
C 0.409 3.161 -0.107 0.17
O 0.513 3.174 1.113 -0.63
N -0.069 0.790 -2.746 0.16
H 0.875 6.381 -0.804 0.32
H 1.694 5.467 0.485 0.30
H -0.049 5.748 0.580 0.33
H 0.561 5.253 -2.693 0.41
H 0.174 3.144 -3.949 0.51
H -0.190 0.778 -3.745 0.25
H -0.339 -0.042 -2.240 -0.32
```

The LUMO energy is -6.45 eV. Its net charge is +2. As for the energy above the lowest of the compared OMol25 structures with the same formula, charge and spin: 36.6 kJ/mol. As for the molar mass: 726.571 g/mol. As for the HOMO energy: -0.50331 hartree. The value obtained for the gap between HOMO and LUMO is 0.266 hartree.


# 2
Below is C33H30MnN3O3PS as an isolated structure, with properties calculated with ωB97M-V/def2-TZVPD.

The geometry in XYZ format:
```
72
Properties=species:S:1:pos:R:3:mulliken_charge:R:1
Mn -0.553 0.613 0.863 0.29
C 3.646 -2.881 -1.043 -1.17
C 3.880 -1.400 -1.158 1.05
C 5.038 -0.940 -1.779 -0.80
C 5.302 0.414 -1.924 -0.72
C 4.401 1.352 -1.447 -0.71
C 3.241 0.913 -0.830 -1.02
C 2.969 -0.448 -0.674 0.63
P 1.412 -0.818 0.180 1.89
C 0.586 -2.136 -0.781 1.03
C 0.163 -1.673 -2.032 -0.91
C -0.544 -2.480 -2.904 -0.83
C -0.861 -3.772 -2.514 -0.77
C -0.452 -4.237 -1.275 -0.94
C 0.281 -3.447 -0.387 1.29
C 0.697 -4.058 0.926 -1.22
C 1.784 -1.281 1.885 0.45
C 3.085 -1.482 2.344 -0.65
C 3.336 -1.629 3.696 -0.86
C 2.275 -1.560 4.594 -0.74
C 0.981 -1.361 4.143 -0.93
C 0.691 -1.225 2.781 0.98
C -0.691 -0.987 2.282 -1.70
H 4.565 -3.428 -1.248 0.52
H 2.887 -3.213 -1.754 0.21
H 3.303 -3.157 -0.046 0.00
H 5.749 -1.665 -2.155 0.44
H 6.214 0.734 -2.411 0.40
H 4.595 2.410 -1.559 0.46
H 2.519 1.635 -0.467 0.13
H 0.391 -0.652 -2.324 0.46
H -0.853 -2.100 -3.869 0.45
H -1.422 -4.421 -3.174 0.41
H -0.695 -5.251 -0.982 0.42
H 0.524 -5.132 0.904 0.52
H 0.127 -3.644 1.760 0.17
H 1.748 -3.887 1.150 0.21
H 3.910 -1.493 1.641 0.39
H 4.347 -1.780 4.050 0.47
H 2.460 -1.667 5.655 0.39
H 0.165 -1.321 4.855 0.45
H -1.398 -0.878 3.106 0.66
H -1.034 -1.829 1.669 0.08
N -7.362 -0.137 -2.141 -0.44
C -6.281 0.031 -1.794 -0.18
C -4.911 0.207 -1.376 0.69
C -4.350 1.471 -1.270 -0.82
C -3.031 1.541 -0.863 -0.52
N -2.294 0.475 -0.529 -0.02
C -2.845 -0.742 -0.648 0.06
C -4.144 -0.922 -1.078 -0.97
H -4.862 2.397 -1.515 0.87
H -2.552 2.505 -0.794 0.52
H -2.219 -1.588 -0.392 0.24
H -4.559 -1.916 -1.169 0.53
N 0.067 2.438 1.947 -0.55
C -0.707 3.397 1.188 0.67
C -1.933 3.839 1.676 -0.54
C -2.751 4.600 0.862 -0.62
C -2.353 4.916 -0.433 -0.37
C -1.104 4.532 -0.886 -0.72
C -0.279 3.751 -0.082 0.10
S -3.568 5.608 -1.558 1.24
O -4.139 6.741 -0.870 -0.69
O -4.478 4.462 -1.669 -0.68
O -2.822 5.890 -2.767 -0.72
H -0.248 2.389 2.910 0.22
H 1.054 2.674 1.956 0.28
H -2.250 3.563 2.676 0.37
H -3.721 4.931 1.212 0.44
H -0.817 4.804 -1.894 0.52
H 0.685 3.408 -0.445 0.25
```

The LUMO energy (alpha / beta) is -0.77 / -0.92 eV. As for the energy above the lowest of the compared OMol25 structures with the same formula, charge and spin: 15.7 kJ/mol. As for the molar mass: 634.600 g/mol. As for the HOMO energy (alpha / beta): -0.30113 / -0.30162 hartree. The value obtained for the gap between HOMO and LUMO (alpha / beta) is 0.273 / 0.268 hartree. As for the multiplicity: 6. The expectation value of S² is 8.76.


# 3
Below is C33H30N3O4PdS4 as an isolated structure, with properties calculated with ωB97M-V/def2-TZVPD.

The geometry in XYZ format:
```
75
Properties=species:S:1:pos:R:3:mulliken_charge:R:1
Pd -0.505 0.293 -1.239 0.44
S 0.571 -5.060 -2.729 -0.03
C 0.759 -6.781 -2.587 -0.40
C -0.039 -7.327 -1.622 -0.59
C -0.751 -6.369 -0.874 -0.56
C -0.513 -5.066 -1.335 -0.01
C -1.067 -3.883 -0.719 1.25
C -0.858 -2.618 -1.304 -0.81
N -1.034 -1.468 -0.627 -0.26
C -1.485 -1.477 0.673 0.11
C -1.878 -2.699 1.293 0.54
C -2.398 -2.559 2.593 -1.15
C -2.607 -1.325 3.186 -0.81
C -2.273 -0.091 2.592 0.51
C -2.407 1.226 3.167 -0.92
C -1.914 2.322 2.455 1.02
C -1.158 2.092 1.269 -1.02
N -1.056 0.900 0.683 0.14
C -1.601 -0.183 1.341 0.42
C -2.235 3.670 2.949 0.21
C -3.091 4.035 3.984 -0.35
C -3.029 5.404 4.329 -0.60
C -2.204 6.102 3.499 -0.36
S -1.430 5.112 2.328 -0.05
C -1.655 -3.924 0.567 -0.60
H 1.455 -7.274 -3.251 0.44
H -0.157 -8.378 -1.499 0.43
H -1.376 -6.570 -0.043 0.44
H -0.497 -2.549 -2.330 0.44
H -2.732 -3.420 3.146 0.45
H -3.067 -1.327 4.181 0.39
H -2.952 1.327 4.097 0.40
H -0.661 2.927 0.795 0.57
H -3.784 3.356 4.460 0.35
H -3.629 5.830 5.131 0.39
H -1.995 7.178 3.493 0.41
H -1.902 -4.853 1.066 0.40
C 5.579 1.515 -0.711 -1.26
C 4.571 1.770 0.416 -0.16
C 4.227 0.593 1.345 -1.05
S 2.618 -0.255 0.936 0.75
O 2.130 -0.877 2.178 -0.73
C 3.182 -1.521 -0.312 -0.91
C 3.105 -2.938 0.191 0.04
C 3.842 -3.146 1.512 -1.34
H 5.711 2.427 -1.278 0.40
H 5.271 0.720 -1.378 0.30
H 6.562 1.264 -0.307 0.33
H 3.661 2.176 -0.044 0.12
H 4.924 2.580 1.051 0.36
H 4.089 0.880 2.375 0.56
H 5.044 -0.148 1.341 0.40
H 4.231 -1.261 -0.531 0.38
H 2.596 -1.313 -1.211 0.39
H 3.586 -3.563 -0.558 0.44
H 2.093 -3.300 0.208 -0.02
H 4.916 -2.984 1.410 0.31
H 3.730 -4.189 1.816 0.40
H 3.522 -2.490 2.328 0.31
O -1.611 6.009 -2.426 -0.63
S -0.934 5.017 -3.225 1.20
O -0.268 5.418 -4.432 -0.63
N 0.210 4.118 -2.299 -0.63
C -0.149 2.867 -2.276 0.72
O 0.489 2.023 -1.574 -0.66
C -1.374 2.515 -3.069 0.44
C -1.898 1.283 -3.449 -0.22
C -3.220 1.220 -3.887 -0.54
C -3.953 2.363 -4.059 -0.55
C -3.387 3.621 -3.835 -0.47
C -2.066 3.673 -3.428 -0.10
H -1.337 0.323 -3.512 0.47
H -3.606 0.237 -4.131 0.44
H -5.016 2.259 -4.304 0.38
H -3.916 4.543 -3.992 0.50
```

The LUMO energy (alpha / beta) is -4.15 / -6.35 eV. Its net charge is +1. As for the energy above the lowest of the compared OMol25 structures with the same formula, charge and spin: 0.0 kJ/mol. As for the molar mass: 767.308 g/mol. As for the HOMO energy (alpha / beta): -0.39944 / -0.39927 hartree. The value obtained for the gap between HOMO and LUMO (alpha / beta) is 0.247 / 0.166 hartree. As for the multiplicity: 3. The expectation value of S² is 2.01.


# 4
Below is C33H30N7O7OsS as an isolated structure, with properties calculated with ωB97M-V/def2-TZVPD.

The geometry in XYZ format:
```
79
Properties=species:S:1:pos:R:3:mulliken_charge:R:1
Os -0.194 0.002 0.007 1.88
C 5.601 2.655 -3.066 -1.57
C 4.592 1.849 -2.302 -0.04
C 4.954 1.086 -1.193 -0.91
C 4.006 0.375 -0.499 -0.15
C 2.656 0.349 -0.881 -0.28
N 1.762 -0.423 -0.126 -0.05
C 2.174 -1.671 0.299 1.14
C 3.094 -2.406 -0.478 -0.01
C 3.439 -3.695 -0.172 -1.23
C 2.875 -4.346 0.927 0.37
C 3.149 -5.790 1.204 -1.66
C 1.984 -3.630 1.720 -0.46
C 1.635 -2.325 1.439 -0.48
N 0.732 -1.690 2.321 0.11
C 0.558 -1.967 3.636 -0.17
C -0.502 -1.227 4.083 -1.40
C -0.935 -0.496 2.970 -0.30
N -0.183 -0.781 1.915 0.70
C 2.290 1.110 -2.004 0.70
C 3.255 1.860 -2.667 -0.60
N 0.982 1.129 -2.556 0.49
C 0.633 1.511 -3.811 -0.16
C -0.732 1.499 -3.891 -1.38
C -1.169 1.084 -2.627 -0.12
N -0.127 0.853 -1.843 -0.02
H 6.584 2.188 -3.026 0.41
H 5.694 3.658 -2.642 0.27
H 5.305 2.766 -4.108 0.40
H 5.986 1.069 -0.867 0.44
H 4.296 -0.185 0.380 0.69
H 3.472 -1.954 -1.383 0.64
H 4.109 -4.238 -0.826 0.41
H 4.120 -6.092 0.818 0.42
H 2.382 -6.398 0.716 0.30
H 3.106 -6.008 2.270 0.39
H 1.520 -4.131 2.559 0.56
H 1.216 -2.629 4.172 0.55
H -0.926 -1.210 5.071 0.48
H -1.707 0.254 2.903 0.54
H 2.958 2.481 -3.501 0.42
H 1.355 1.730 -4.576 0.49
H -1.339 1.747 -4.743 0.47
H -2.166 0.945 -2.247 0.47
C -4.453 -0.006 0.010 -1.26
C -3.586 -1.215 -0.023 0.01
N -2.280 -1.277 -0.248 0.02
C -1.944 -2.600 -0.293 0.16
C -3.051 -3.365 -0.083 0.14
N -4.072 -2.469 0.083 -0.07
C -3.318 -4.820 0.083 0.49
O -2.310 -5.640 -0.118 -0.54
O -4.424 -5.170 0.411 -0.59
C -0.581 -2.950 -0.710 0.53
O -0.177 -4.109 -0.638 -0.85
O 0.094 -1.949 -1.153 -0.61
H -3.852 0.877 0.188 0.02
H -5.215 -0.092 0.784 0.48
H -4.958 0.102 -0.951 0.32
H -5.027 -2.760 0.242 0.26
H -1.462 -5.162 -0.333 0.40
C 4.149 4.528 0.438 -1.34
C 2.745 4.015 0.607 1.10
C 2.361 3.347 1.764 -0.92
C 1.060 2.888 1.921 -0.23
C 0.137 3.105 0.908 -0.37
C 0.497 3.778 -0.258 -0.53
C 1.800 4.214 -0.405 -0.72
S -1.563 2.659 1.151 1.45
O -2.395 3.653 0.553 -0.72
O -1.735 2.361 2.546 -0.77
O -1.703 1.355 0.321 -0.46
H 4.697 4.512 1.379 0.39
H 4.147 5.548 0.052 0.39
H 4.683 3.903 -0.278 0.10
H 3.073 3.224 2.571 0.41
H 0.737 2.414 2.839 0.57
H -0.261 3.989 -1.003 0.56
H 2.089 4.759 -1.298 0.47
```

The LUMO energy (alpha / beta) is -5.30 / -5.35 eV. Its net charge is +1. As for the energy above the lowest of the compared OMol25 structures with the same formula, charge and spin: 119.5 kJ/mol. As for the molar mass: 858.942 g/mol. As for the HOMO energy (alpha / beta): -0.39877 / -0.40035 hartree. The value obtained for the gap between HOMO and LUMO (alpha / beta) is 0.204 / 0.204 hartree.